1.
187
Properties=species:S:1:pos:R:3:lowdin_charge:R:1 method="wB97M-V/def2-TZVPD" homo_ev=-9.59 lumo_energy_ev=0.370 homo_lumo_gap_ev=9.96 largest_force_ha_per_bohr=0.0868
O -0.15 -3.06 3.39 0.1024
C 0.65 -3.62 2.70 -0.4827
O 0.28 -4.53 1.76 -0.0148
C -1.09 -4.53 1.51 -0.2894
C -1.82 -5.61 2.19 -0.0468
C 2.19 -3.38 2.75 0.0533
H -1.13 -4.61 0.43 0.0990
H -1.62 -3.58 1.75 0.1109
H -2.90 -5.33 2.06 0.0981
H -1.62 -5.64 3.23 0.0741
H -1.59 -6.60 1.81 0.0734
H 2.44 -3.17 3.80 0.0885
H 2.46 -2.56 2.11 0.0769
H 2.74 -4.24 2.52 0.0550
O -4.86 -3.66 -0.10 0.1039
C -5.20 -3.08 0.89 -0.6056
O -4.25 -2.48 1.61 -0.0102
C -4.56 -1.53 2.69 -0.1733
C -3.29 -1.34 3.50 -0.0330
C -6.59 -2.90 1.23 0.0127
H -5.33 -1.93 3.31 0.0984
H -4.91 -0.61 2.21 0.1051
H -2.99 -2.16 4.09 0.0714
H -3.64 -0.55 4.16 0.0597
H -2.42 -0.99 2.95 0.0477
H -7.22 -3.38 0.53 0.0930
H -6.75 -1.85 1.26 0.0815
H -6.80 -3.22 2.24 0.1000
O -2.64 -4.33 -3.58 0.0730
C -1.82 -5.17 -3.92 -0.5231
O -1.73 -6.34 -3.30 -0.0051
C -2.54 -6.48 -2.13 -0.1814
C -2.70 -7.99 -1.87 -0.0389
C -0.85 -5.08 -5.08 0.0427
H -3.50 -6.08 -2.27 0.1015
H -2.04 -6.00 -1.32 0.1014
H -3.17 -8.24 -0.95 0.0711
H -1.79 -8.61 -1.99 0.0785
H -3.27 -8.30 -2.66 0.0464
H -1.27 -5.70 -5.89 0.1026
H 0.09 -5.52 -4.69 0.0964
H -0.69 -4.09 -5.38 0.0474
O 3.19 0.59 -5.33 0.1045
C 2.19 1.24 -5.37 -0.5500
O 0.99 0.71 -5.13 -0.0053
C 1.11 -0.64 -4.66 -0.2287
C -0.29 -1.20 -4.63 -0.0594
C 2.03 2.69 -5.90 0.0383
H 1.52 -0.59 -3.64 0.1050
H 1.69 -1.20 -5.31 0.1032
H -0.98 -0.50 -4.07 0.0790
H -0.08 -2.05 -4.00 0.0526
H -0.62 -1.49 -5.66 0.0980
H 2.71 3.36 -5.35 0.0705
H 1.02 3.06 -5.91 0.0690
H 2.36 2.52 -6.91 0.0789
O 2.75 -4.89 -0.64 0.0923
C 1.56 -4.79 -0.87 -0.5524
O 0.65 -5.76 -0.91 -0.0569
C 1.07 -7.12 -0.68 -0.1693
C 1.64 -7.84 -1.99 -0.0510
C 0.91 -3.43 -1.08 0.0292
H 0.19 -7.70 -0.40 0.1121
H 1.87 -6.96 0.06 0.1224
H 1.85 -8.86 -1.72 0.0542
H 2.56 -7.35 -2.43 0.0868
H 0.86 -7.89 -2.81 0.0776
H 1.68 -2.92 -1.69 0.0923
H 0.81 -2.78 -0.16 0.0865
H -0.15 -3.60 -1.47 0.1085
O -6.03 0.19 4.84 0.0756
C -5.96 1.26 5.39 -0.5395
O -6.77 2.30 5.11 -0.0282
C -7.52 2.13 3.82 -0.1858
C -6.55 2.52 2.75 -0.0631
C -4.89 1.44 6.44 0.0240
H -8.30 2.87 3.95 0.1109
H -7.96 1.08 3.78 0.1369
H -5.88 3.10 3.32 0.0642
H -7.12 3.03 1.95 0.0912
H -6.03 1.62 2.25 0.0991
H -5.07 2.01 7.35 0.0820
H -4.06 1.98 5.95 0.0621
H -4.57 0.41 6.76 0.1053
O 7.82 4.07 -2.06 0.0858
C 7.67 3.34 -1.11 -0.5105
O 7.72 3.83 0.13 -0.0295
C 7.67 5.24 0.30 -0.2007
C 8.13 5.55 1.75 -0.0401
C 7.55 1.82 -1.15 0.0344
H 6.70 5.61 0.00 0.0985
H 8.30 5.74 -0.43 0.1158
H 9.16 5.16 2.04 0.1018
H 7.37 5.19 2.41 0.0380
H 8.14 6.63 1.92 0.0753
H 7.54 1.50 -0.14 0.0260
H 8.32 1.29 -1.64 0.0709
H 6.61 1.41 -1.67 0.1240
O -0.59 -0.16 -1.65 0.1266
C -0.58 -0.33 -0.48 -0.5340
O 0.43 -0.02 0.36 -0.0415
C 1.53 0.81 -0.12 -0.1982
C 2.58 0.06 -0.89 -0.0607
C -1.69 -1.04 0.27 0.0395
H 2.04 1.33 0.74 0.1227
H 1.03 1.60 -0.74 0.1012
H 3.49 0.66 -0.95 0.0542
H 2.34 -0.08 -1.96 0.0537
H 2.76 -0.99 -0.49 0.0951
H -2.43 -1.53 -0.40 0.0804
H -2.20 -0.39 0.95 0.0631
H -1.17 -1.81 0.83 0.0656
C -2.33 2.74 -2.73 -0.1717
C -2.89 3.18 -1.40 -0.2689
C -2.37 4.54 -1.01 -0.2107
S -0.60 4.42 -1.47 0.6970
O -0.06 3.71 -0.34 -0.3251
O -0.02 5.69 -1.94 -0.3538
C -0.85 3.33 -2.90 -0.1753
H -2.97 3.18 -3.53 0.1266
H -2.33 1.65 -2.76 0.0779
H -2.55 2.55 -0.62 0.0947
H -3.98 3.26 -1.34 0.1210
H -2.56 4.77 0.03 0.1104
H -2.78 5.31 -1.73 0.1249
H 0.04 2.65 -2.94 0.0934
H -0.81 3.89 -3.83 0.0918
C -0.07 1.65 5.02 -0.2242
C 0.03 0.86 3.70 -0.1956
C -0.34 1.92 2.62 -0.1900
S -1.51 3.11 3.46 0.6146
O -2.76 2.87 2.89 -0.3206
O -0.96 4.43 3.56 -0.3088
C -1.43 2.34 5.11 -0.2316
H 0.69 2.45 4.88 0.1182
H 0.14 1.11 5.94 0.1103
H -0.64 -0.02 3.63 0.0951
H 1.06 0.51 3.48 0.1056
H -0.87 1.54 1.72 0.0869
H 0.56 2.55 2.49 0.0966
H -2.29 1.57 5.23 0.0965
H -1.62 3.12 5.89 0.1128
C 7.04 1.42 2.46 -0.1898
C 7.04 2.28 3.74 -0.1953
C 5.59 2.25 4.24 -0.2460
S 4.59 2.54 2.86 0.6631
O 4.52 3.94 2.58 -0.2976
O 3.32 1.83 2.98 -0.3406
C 5.71 1.69 1.70 -0.1864
H 7.26 0.40 2.78 0.1174
H 7.90 1.75 1.87 0.0943
H 7.43 3.30 3.51 0.1078
H 7.61 1.81 4.53 0.1098
H 5.38 3.00 4.98 0.1120
H 5.38 1.23 4.45 0.1013
H 5.91 2.41 0.89 0.0622
H 5.28 0.82 1.31 0.0869
C 4.25 6.16 -2.14 -0.1901
C 4.02 5.84 -0.64 -0.2112
C 2.91 4.80 -0.69 -0.2247
S 3.59 3.66 -1.88 0.7059
O 2.59 2.90 -2.64 -0.3214
O 4.70 3.01 -1.24 -0.3221
C 4.37 4.86 -2.98 -0.1810
H 5.14 6.78 -2.32 0.1180
H 3.32 6.68 -2.41 0.1183
H 3.59 6.70 -0.06 0.1435
H 4.87 5.36 -0.23 0.0615
H 1.96 5.30 -0.99 0.0794
H 2.75 4.27 0.25 0.1043
H 3.76 4.91 -3.86 0.0765
H 5.38 4.49 -3.18 0.1035
C -4.75 -1.59 -3.83 -0.1870
C -5.90 -2.15 -3.00 -0.2138
C -6.31 -1.18 -1.92 -0.2026
S -4.86 -0.16 -1.68 0.6908
O -4.45 -0.04 -0.32 -0.3097
O -5.15 1.11 -2.36 -0.3250
C -3.77 -1.13 -2.73 -0.2169
H -5.06 -0.75 -4.43 0.1135
H -4.23 -2.37 -4.44 0.1208
H -5.58 -3.08 -2.61 0.0933
H -6.82 -2.30 -3.56 0.1186
H -6.58 -1.53 -0.93 0.0770
H -7.07 -0.52 -2.24 0.0919
H -3.35 -2.04 -2.34 0.0942
H -2.95 -0.48 -2.93 0.0555

---

2.
173
Properties=species:S:1:pos:R:3:lowdin_spin:R:1 method="wB97M-V/def2-TZVPD" homo_ev="-1.76 / -5.89" lumo_energy_ev="0.279 / 0.210" homo_lumo_gap_ev="2.04 / 6.10" s_squared=0.7505 largest_force_ha_per_bohr=0.0935 multiplicity=2
C 7.41 8.00 -18.77 0.0000
C 6.45 8.84 -19.58 0.0000
C 6.89 8.88 -21.01 0.0000
C 6.87 7.50 -21.73 0.0000
P 6.79 7.75 -23.52 0.0010
C 5.30 8.73 -23.94 0.0035
C 3.94 7.96 -23.91 0.0036
C 3.39 7.85 -22.45 0.0003
C 2.10 7.02 -22.42 0.0006
C 8.19 8.71 -24.15 0.0065
C 8.05 10.08 -24.65 0.0154
C 7.78 11.31 -23.78 0.0006
C 8.53 12.70 -24.28 0.0007
C 6.75 6.20 -24.30 0.0024
C 7.02 5.98 -25.84 0.0522
C 6.42 4.69 -26.39 0.0563
C 6.78 3.42 -25.66 0.0219
H 7.53 6.98 -19.13 0.0000
H 7.36 7.91 -17.69 0.0000
H 8.41 8.44 -18.86 0.0000
H 6.55 9.88 -19.27 0.0000
H 5.47 8.36 -19.58 0.0000
H 7.83 9.43 -21.10 0.0000
H 6.02 9.45 -21.34 0.0000
H 6.04 6.85 -21.46 0.0000
H 7.75 6.94 -21.41 0.0000
H 5.46 8.99 -24.98 0.0036
H 5.36 9.67 -23.38 0.0001
H 4.03 7.00 -24.43 0.0018
H 3.16 8.55 -24.39 0.0010
H 3.45 8.84 -22.01 0.0001
H 4.05 7.23 -21.85 0.0000
H 1.48 7.28 -23.28 0.0001
H 1.65 7.36 -21.50 0.0000
H 2.29 5.95 -22.31 0.0003
H 8.47 8.13 -25.03 0.0086
H 8.97 8.66 -23.39 0.0001
H 7.30 10.06 -25.44 0.0059
H 8.93 10.26 -25.26 0.0069
H 7.88 11.20 -22.70 0.0001
H 6.70 11.45 -23.85 0.0003
H 9.58 12.66 -24.01 0.0002
H 8.03 13.56 -23.82 0.0000
H 8.40 12.72 -25.36 0.0006
H 5.86 5.69 -23.93 0.0007
H 7.54 5.72 -23.73 0.0003
H 8.06 6.27 -25.97 0.0200
H 6.53 6.83 -26.32 0.0171
H 6.61 4.48 -27.44 0.0549
H 5.37 4.90 -26.18 0.0037
H 6.09 2.61 -25.90 0.0073
H 6.77 3.56 -24.58 0.0002
H 7.81 3.10 -25.84 0.0071
C 7.14 0.02 -23.86 0.0025
C 8.50 0.65 -24.15 0.0018
C 9.73 0.02 -23.38 0.0003
C 11.15 0.44 -23.87 0.0010
P 12.62 0.57 -22.67 0.0004
C 12.41 -1.18 -22.04 0.0001
C 12.68 -2.39 -22.95 0.0007
C 11.54 -3.49 -22.99 0.0005
C 11.44 -4.12 -21.58 0.0001
C 14.25 0.60 -23.47 0.0017
C 15.32 -0.04 -22.64 0.0003
C 16.74 0.47 -22.89 0.0006
C 17.81 -0.48 -22.41 0.0001
C 12.27 1.58 -21.16 0.0003
C 12.69 0.97 -19.76 0.0001
C 11.53 0.43 -18.89 0.0000
C 11.73 -0.71 -17.82 0.0000
H 6.89 0.02 -22.80 0.0000
H 6.79 -0.96 -24.17 0.0005
H 6.45 0.68 -24.39 0.0010
H 8.45 1.73 -24.01 0.0002
H 8.65 0.48 -25.22 0.0015
H 9.74 -1.06 -23.23 0.0001
H 9.64 0.30 -22.33 0.0000
H 11.14 1.44 -24.30 0.0003
H 11.54 -0.28 -24.59 0.0005
H 11.42 -1.14 -21.59 0.0000
H 13.07 -1.32 -21.18 0.0000
H 13.60 -2.90 -22.67 0.0001
H 12.89 -2.24 -24.00 0.0010
H 11.80 -4.34 -23.63 0.0002
H 10.65 -3.00 -23.39 0.0003
H 10.80 -5.00 -21.51 0.0000
H 11.04 -3.42 -20.84 0.0000
H 12.40 -4.39 -21.16 0.0000
H 14.32 1.68 -23.57 0.0002
H 14.09 0.30 -24.50 0.0024
H 15.28 -1.12 -22.77 0.0001
H 15.04 0.16 -21.60 0.0000
H 16.92 1.27 -22.17 0.0000
H 16.89 0.97 -23.84 0.0008
H 17.86 -0.62 -21.33 0.0000
H 18.76 0.03 -22.58 0.0000
H 17.68 -1.49 -22.79 0.0001
H 11.27 2.00 -21.20 0.0000
H 12.97 2.38 -21.35 0.0000
H 13.21 1.69 -19.12 0.0000
H 13.49 0.22 -19.78 0.0000
H 10.63 0.10 -19.41 0.0000
H 11.20 1.30 -18.33 0.0000
H 12.36 -0.40 -17.00 0.0000
H 12.22 -1.51 -18.37 0.0000
H 10.81 -1.13 -17.41 0.0000
C 9.23 -1.00 -28.35 0.0182
C 10.63 -0.39 -28.24 0.0146
C 10.57 1.14 -28.06 0.0320
C 11.91 1.86 -27.71 0.0157
N 11.83 3.36 -27.92 0.0036
C 11.84 3.78 -29.39 0.0989
C 12.79 4.93 -29.61 0.0527
C 13.41 5.28 -28.23 0.0270
C 13.19 3.92 -27.48 0.0103
C 10.65 4.02 -27.25 0.0645
H 9.32 -1.91 -28.95 0.0011
H 8.40 -0.43 -28.78 0.0128
H 8.73 -1.35 -27.45 0.0006
H 11.18 -0.64 -29.15 0.0067
H 11.14 -0.91 -27.43 0.0009
H 9.87 1.27 -27.23 0.0047
H 9.92 1.52 -28.85 0.0370
H 12.70 1.56 -28.39 0.0089
H 12.43 1.65 -26.77 0.0006
H 10.78 3.93 -29.61 0.0783
H 12.26 2.94 -29.94 0.0165
H 12.27 5.77 -30.09 0.0292
H 13.58 4.71 -30.32 0.0063
H 12.67 5.95 -27.80 0.0182
H 14.43 5.66 -28.19 0.0038
H 13.13 4.09 -26.40 0.0009
H 14.04 3.28 -27.70 0.0070
H 10.75 5.09 -27.41 0.0464
H 10.60 3.75 -26.19 0.0023
H 9.68 3.69 -27.62 0.0380
O 10.05 6.25 -22.62 0.0024
C 10.58 5.08 -23.24 0.0019
C 12.14 4.76 -23.43 0.0013
O 12.61 3.59 -24.15 0.0019
H 10.02 4.97 -24.17 0.0022
H 10.21 4.22 -22.68 0.0000
H 12.56 4.61 -22.44 0.0000
H 12.75 5.53 -23.91 0.0013
O 10.11 4.99 -17.51 0.0000
C 10.78 5.61 -18.38 0.0000
O 10.83 6.92 -18.46 0.0000
C 11.71 7.33 -19.49 0.0000
C 12.78 6.21 -19.54 0.0000
C 11.83 5.02 -19.30 0.0000
H 12.00 8.38 -19.49 0.0000
H 11.12 7.39 -20.40 0.0000
H 13.49 6.21 -18.71 0.0000
H 13.24 6.22 -20.53 0.0000
H 12.37 4.15 -18.95 0.0000
H 11.22 4.79 -20.18 0.0000
O 5.49 2.11 -19.15 0.0001
C 6.41 2.65 -19.80 0.0001
O 7.15 2.02 -20.79 0.0001
C 8.21 2.92 -21.13 0.0001
C 7.72 4.32 -20.91 0.0001
C 6.78 4.18 -19.69 0.0000
H 8.45 2.69 -22.17 0.0001
H 8.99 2.60 -20.45 0.0000
H 7.38 4.57 -21.91 0.0000
H 8.48 5.02 -20.58 0.0000
H 5.76 4.56 -19.85 0.0000
H 7.19 4.37 -18.70 0.0000
C 15.65 4.73 -22.72 0.0007
Cl 15.60 3.55 -21.38 0.0007
Cl 17.40 5.03 -22.99 0.0025
H 15.24 4.25 -23.61 0.0005
H 15.15 5.70 -22.59 0.0001